1.
{
  "formula": "C22H21ClCoN5S2Si",
  "method": "the ωB97M-V functional and the def2-TZVPD basis",
  "charge": -1,
  "multiplicity": 4,
  "homo_energy_ev": [-3.891, -3.933],
  "e_lumo_ev": [2.4, 2.3],
  "species": ["Co", "S", "C", "C", "C", "C", "N", "C", "C", "C", "S", "C", "N", "H", "H", "C", "C", "C", "C", "C", "C", "N", "N", "Si", "C", "C", "C", "H", "H", "H", "H", "H", "H", "H", "H", "H", "H", "H", "H", "H", "H", "H", "Cl", "C", "C", "C", "C", "N", "C", "H", "H", "H", "H"],
  "positions_angstrom": [[0.4836, 0.2342, -0.7752], [2.3723, -0.6164, -1.6847], [2.7724, -1.8626, -0.4814], [3.6646, -1.5121, 0.5261], [4.0791, -2.4027, 1.5139], [5.0385, -1.9842, 2.5036], [5.8179, -1.6434, 3.2825], [3.5529, -3.7013, 1.4999], [2.6843, -4.0790, 0.4964], [2.2799, -3.2108, -0.5544], [1.2546, -3.8157, -1.8003], [3.9153, -4.6566, 2.5260], [4.1855, -5.4239, 3.3394], [4.0588, -0.5033, 0.5399], [2.3002, -5.0882, 0.4891], [3.1950, 2.9173, -1.1852], [1.7388, 3.2578, -1.0553], [1.2577, 4.5250, -1.3284], [-0.1144, 4.7606, -1.2069], [-0.9634, 3.7667, -0.7836], [-0.4171, 2.5008, -0.4584], [0.9175, 2.2806, -0.6391], [-1.0577, 1.4008, 0.0095], [-2.5712, 1.4039, 0.8204], [-4.0446, 1.6088, -0.3168], [-2.6031, 2.7601, 2.1108], [-2.7658, -0.2420, 1.6808], [3.8040, 3.8214, -1.1531], [3.3825, 2.3931, -2.1248], [3.4953, 2.2403, -0.3876], [1.9362, 5.3073, -1.6424], [-0.5136, 5.7382, -1.4519], [-2.0323, 3.9245, -0.7071], [-4.0939, 2.6042, -0.7713], [-4.9814, 1.4402, 0.2266], [-3.9899, 0.8731, -1.1271], [-2.7363, 3.7536, 1.6705], [-1.6499, 2.7640, 2.6508], [-3.4065, 2.6026, 2.8390], [-3.2044, -0.9929, 1.0126], [-3.4230, -0.1478, 2.5526], [-1.7978, -0.6213, 2.0250], [-1.9798, -4.5554, 0.8343], [-1.9185, -3.2535, -0.3022], [-2.9426, -3.0499, -1.1957], [-2.8283, -1.9952, -2.0840], [-1.6981, -1.2027, -2.0370], [-0.7077, -1.4068, -1.1692], [-0.8106, -2.4214, -0.3205], [-3.7997, -3.7110, -1.2077], [-3.6032, -1.7959, -2.8104], [-1.5560, -0.3895, -2.7379], [0.0236, -2.5936, 0.3502]]
}

---

2.
{
  "formula": "C22H21F3NOPtSTe5",
  "method": "the ωB97M-V functional and the def2-TZVPD basis",
  "charge": 1,
  "multiplicity": 5,
  "homo_energy_ev": [-9.734, -10.671],
  "e_lumo_ev": [-4.6, -5.9],
  "species": ["Pt", "Te", "Te", "Te", "Te", "F", "C", "F", "F", "C", "C", "C", "C", "N", "C", "S", "H", "H", "H", "C", "C", "C", "O", "C", "H", "H", "H", "H", "H", "H", "H", "H", "Te", "C", "C", "C", "C", "C", "C", "C", "C", "C", "C", "C", "C", "H", "H", "H", "H", "H", "H", "H", "H", "H", "H"],
  "positions_angstrom": [[1.6226, 0.7979, 0.3714], [2.3612, -1.8835, 1.0381], [3.5598, -0.4106, -0.9839], [5.0637, -2.0225, 2.3095], [6.2257, -0.3766, 0.5791], [0.6395, 5.3123, 2.7179], [1.9456, 5.4863, 2.4012], [2.0818, 6.8743, 2.1423], [2.6529, 5.2271, 3.5419], [2.3528, 4.6832, 1.2586], [3.1661, 5.2561, 0.2520], [3.3561, 4.5398, -0.9041], [2.7825, 3.2582, -1.0750], [2.1310, 2.7276, -0.0105], [2.0441, 3.3246, 1.2031], [1.5828, 2.1175, 2.3720], [3.6480, 6.1980, 0.4231], [3.9920, 4.9493, -1.7242], [2.8948, 2.6074, -1.9546], [0.4680, -6.1605, -2.6623], [-0.1422, -5.0631, -1.7877], [-1.3696, -5.7524, -1.1762], [-1.6094, -7.0455, -1.9017], [-0.7122, -7.0722, -3.0609], [1.1437, -6.7256, -2.0777], [0.9675, -5.7651, -3.5682], [-0.4696, -4.1840, -2.3745], [0.5732, -4.7561, -0.9956], [-2.2858, -5.1207, -1.2572], [-1.1849, -6.0874, -0.1250], [-1.3126, -6.6788, -3.9348], [-0.3764, -8.0615, -3.2753], [-0.6045, -0.7334, -0.0018], [-1.5459, 0.9980, -0.9082], [-2.9348, 0.8512, -1.0353], [-3.6087, 1.4774, -2.0586], [-2.9522, 2.2919, -2.9743], [-1.5979, 2.5639, -2.7972], [-0.8942, 1.9221, -1.7741], [-1.5204, -0.2691, 1.8088], [-1.6924, -1.3288, 2.7349], [-2.0669, -1.0221, 4.0184], [-2.1980, 0.2897, 4.4369], [-2.0363, 1.3384, 3.5255], [-1.7989, 1.0439, 2.1883], [-3.4719, 0.1902, -0.3216], [-4.7094, 1.4056, -2.0409], [-3.4168, 2.8273, -3.7303], [-1.0752, 3.4121, -3.2545], [0.1578, 2.1314, -1.6228], [-1.4985, -2.3818, 2.5501], [-2.1695, -1.8018, 4.7488], [-2.4381, 0.4715, 5.4725], [-2.0149, 2.3253, 3.8330], [-1.7049, 1.8037, 1.4419]]
}

---

3.
{
  "formula": "C22H21NO3",
  "method": "the ωB97M-V functional and the def2-TZVPD basis",
  "charge": 0,
  "homo_energy_ev": -8.401,
  "e_lumo_ev": -0.6,
  "species": ["C", "C", "N", "O", "O", "H", "H", "H", "H", "C", "C", "C", "C", "C", "C", "C", "C", "C", "C", "O", "C", "C", "C", "C", "C", "C", "C", "C", "C", "C", "H", "H", "H", "H", "H", "H", "H", "H", "H", "H", "H", "H", "H", "H", "H", "H", "H"],
  "positions_angstrom": [[-1.7481, -0.1131, 2.6516], [-0.5774, -0.9106, 3.1964], [0.5933, -0.2085, 2.8511], [1.7018, -0.7570, 2.6065], [0.4002, 1.0480, 2.7759], [-2.5734, -0.8004, 2.4200], [-2.0418, 0.6231, 3.4421], [-1.5710, 0.3721, 1.6486], [-0.4863, -1.9725, 2.9681], [4.9872, -3.1849, 5.6845], [3.6095, -2.6025, 5.7804], [3.3353, -1.2956, 5.3474], [2.0302, -0.8119, 5.2543], [0.8922, -1.6344, 5.5144], [-0.4254, -1.1510, 5.1124], [-1.6888, -1.7226, 5.5674], [-1.9063, -3.1217, 5.6924], [-3.1244, -3.6161, 6.1644], [-4.1854, -2.7299, 6.3786], [-5.4742, -3.2540, 6.6192], [-5.7553, -3.5455, 7.9745], [-6.6420, -2.7004, 8.6346], [-6.8339, -2.8714, 9.9989], [-6.1982, -3.9270, 10.6680], [-5.3597, -4.8034, 9.9677], [-5.1208, -4.6173, 8.6071], [-4.0123, -1.3415, 6.2509], [-2.7545, -0.8577, 5.9216], [1.2026, -2.8421, 6.2251], [2.5089, -3.3504, 6.2369], [4.9759, -4.2580, 5.8617], [5.4662, -2.9861, 4.7258], [5.6264, -2.7187, 6.4282], [4.1647, -0.6785, 4.9862], [1.8986, 0.2521, 5.0388], [-0.4439, -0.0898, 4.8506], [-1.0786, -3.7993, 5.4704], [-3.3109, -4.6856, 6.2956], [-7.1070, -1.8850, 8.0864], [-7.4834, -2.1904, 10.5383], [-6.3734, -4.0877, 11.7411], [-4.8820, -5.6407, 10.4752], [-4.4407, -5.2546, 8.0454], [-4.8802, -0.6851, 6.3987], [-2.6097, 0.2166, 5.9624], [0.4122, -3.3627, 6.7837], [2.6992, -4.3747, 6.5481]]
}

---

4.
{
  "formula": "C22H21NO4S",
  "method": "the ωB97M-V functional and the def2-TZVPD basis",
  "charge": 0,
  "homo_energy_ev": -8.382,
  "e_lumo_ev": -1.1,
  "species": ["O", "O", "O", "O", "C", "C", "C", "C", "C", "C", "C", "C", "C", "C", "C", "C", "C", "C", "C", "C", "C", "C", "N", "C", "C", "C", "C", "S", "H", "H", "H", "H", "H", "H", "H", "H", "H", "H", "H", "H", "H", "H", "H", "H", "H", "H", "H", "H", "H"],
  "positions_angstrom": [[-1.5919, -3.0948, -0.1533], [1.1435, 1.2404, 1.0362], [5.2210, 1.7247, 2.7774], [6.7727, 1.7557, 0.9958], [-1.0148, -2.1263, 0.2951], [0.5961, 0.1609, 0.9505], [-1.5990, -0.9265, 0.9077], [-0.8635, 0.1896, 1.3377], [3.6529, -0.3787, 1.2187], [4.3301, 0.5451, 0.5108], [3.5479, 5.7624, -0.5751], [2.4746, -3.5447, -0.1855], [2.9242, 5.2532, 0.6366], [4.6198, 5.1172, -1.1767], [1.1006, -3.2808, -0.2693], [3.2645, -2.4205, 0.0048], [3.3822, 4.0709, 1.1996], [5.0922, 3.8917, -0.5790], [0.4851, -2.1461, 0.2313], [1.2691, -1.1168, 0.6094], [2.6644, -1.3040, 0.6113], [4.5080, 3.3786, 0.5811], [-3.0049, -0.7357, 0.9735], [-1.5757, 1.3887, 2.1024], [-5.8930, 0.0064, -0.2803], [-4.1173, -1.6559, 0.5976], [-5.4353, -0.9185, 0.8536], [5.2943, 1.8505, 1.2981], [3.8016, -0.2339, 2.2877], [4.2315, 0.6703, -0.5935], [3.1739, 6.7050, -1.0474], [2.9030, -4.5863, -0.3762], [2.0887, 5.8124, 1.0706], [5.1491, 5.4323, -2.0706], [0.5371, -4.1272, -0.6870], [4.3142, -2.6384, -0.1372], [2.9243, 3.5046, 2.0384], [5.9714, 3.3614, -0.9754], [-3.3065, 0.2281, 1.2589], [-2.3325, 1.7761, 1.4469], [-1.9386, 1.0615, 3.1020], [-0.8696, 2.2826, 2.3028], [-6.7211, 0.6687, -0.1225], [-6.2315, -0.7107, -1.0582], [-5.0837, 0.6656, -0.5785], [-4.1157, -2.6274, 1.1232], [-4.0584, -2.0047, -0.4078], [-6.2086, -1.5981, 0.9739], [-5.5467, -0.3990, 1.8694]]
}

---

Energy relative to the best compared isomer or geometry (same formula, charge and spin): 176.9 12.6 683.0 508.2 (kJ/mol)